Record 1
The following is a quantum chemistry calculation of an isolated molecule of CH3F3O3SSi in a non-equilibrium geometry, from the OMol25 dataset.

## Properties
* strongest force on any atom: 2.11 eV/Å
* SMILES string: CS(=O)(=O)O[Si](F)(F)F
* energy relative to the best compared isomer or geometry (same formula, charge and spin): 0.0 kcal per mole

Structure (ORCA input):
```
! RIJCOSX wB97M-V def2-TZVPD def2/J DEFGRID3
* xyz 0 1
C -1.9276 0.2092 -0.0694
S -0.5664 -0.9376 0.1476
O -0.1364 -1.4347 -1.1110
O -0.7860 -1.8512 1.2143
O 0.5472 0.1522 0.6555
Si 1.9604 0.5210 0.0269
F 3.0892 -0.4828 0.4770
F 2.0176 0.5822 -1.5456
F 2.3197 1.9590 0.5636
H -2.5853 0.1425 0.7845
H -1.5027 1.2003 -0.1561
H -2.4298 -0.0601 -0.9874
*
```


Record 2
The following is a quantum chemistry calculation of a 12-piece molecular cluster, C44H118N6O22 overall in a non-equilibrium geometry, from the OMol25 dataset.

## Properties
* strongest force on any atom: 4.37 eV/Å
* SMILES string: COCCNCCOC.COCCNCCOC.COCCNCCOC.COCCNCCOC.COCCNCCOC.COCCNCCOC.OCCO.OCCO.OCCO.OCCO.O.O
* energy relative to the best compared isomer or geometry (same formula, charge and spin): 68.4 kcal per mole

Structure (ORCA input):
```
! RIJCOSX wB97M-V def2-TZVPD def2/J DEFGRID3
* xyz 0 1
C -21.3765 7.0039 -2.4879
O -20.2849 6.1309 -2.1791
C -20.5716 5.1093 -1.3021
C -19.2483 4.3486 -0.9820
N -18.8676 3.3236 -1.9236
C -17.9632 2.2928 -1.3233
C -17.0834 1.5186 -2.4300
O -15.8593 2.1227 -2.7462
C -15.9312 3.4408 -3.3053
H -20.7813 7.8654 -2.7910
H -22.0957 7.3447 -1.7432
H -22.0652 6.5391 -3.1934
H -21.1496 4.2700 -1.6888
H -21.0897 5.5133 -0.4323
H -19.2536 3.8473 -0.0141
H -18.4319 5.0476 -0.8001
H -18.4642 3.6851 -2.7760
H -18.5777 1.5566 -0.8050
H -17.2796 2.7480 -0.6067
H -17.6204 1.4733 -3.3775
H -16.9164 0.5595 -1.9396
H -16.4722 4.2323 -2.7868
H -16.4185 3.2834 -4.2676
H -14.8853 3.7384 -3.3806
C 8.7626 -3.7889 -5.1697
O 9.8185 -4.7399 -5.0561
C 9.4192 -5.9960 -5.7230
C 10.2622 -7.2132 -5.2172
N 11.7416 -7.0739 -5.3912
C 12.3741 -8.3870 -5.5300
C 13.9472 -8.2948 -5.6527
O 14.5147 -8.2769 -4.3748
C 15.9087 -7.8228 -4.3033
H 7.9047 -4.1456 -4.5997
H 8.5890 -3.6747 -6.2397
H 8.9706 -2.7754 -4.8267
H 9.4548 -5.8889 -6.8072
H 8.3691 -6.2459 -5.5717
H 9.7355 -8.1199 -5.5149
H 10.2566 -7.2652 -4.1284
H 11.9921 -6.5550 -4.5617
H 11.9919 -9.0040 -6.3433
H 12.2466 -8.9255 -4.5909
H 14.1498 -7.4082 -6.2536
H 14.3282 -9.0626 -6.3261
H 16.5822 -8.4785 -4.8552
H 16.2152 -7.5014 -3.3079
H 15.8962 -6.8242 -4.7399
C 17.8526 0.2114 10.5720
O 17.8718 1.3756 9.7210
C 16.7293 2.1565 9.9347
C 16.3989 3.1690 8.7858
N 15.4965 4.1622 9.2807
C 15.0490 5.2018 8.3949
C 14.1176 4.8825 7.1883
O 13.0410 4.1873 7.7636
C 11.8488 4.7026 7.0673
H 17.4140 0.3551 11.5595
H 18.8029 -0.3209 10.5315
H 17.1557 -0.5180 10.1593
H 16.7769 2.6584 10.9011
H 15.8207 1.5543 9.9378
H 16.1419 2.5344 7.9377
H 17.2623 3.7577 8.4758
H 14.7253 3.5739 9.5622
H 15.8920 5.6071 7.8354
H 14.6871 6.0711 8.9440
H 14.5687 4.1160 6.5582
H 13.9254 5.7089 6.5041
H 10.9547 4.2278 7.4714
H 11.7796 4.5252 5.9941
H 11.6591 5.7694 7.1854
C 1.1834 12.6585 10.7258
O 1.6447 11.5509 9.9741
C 2.0414 10.3843 10.8827
C 2.5772 9.3214 9.9023
N 1.4887 8.8061 9.0236
C 1.8801 7.6203 8.2724
C 0.7900 7.0202 7.4658
O 0.2299 7.8721 6.4856
C 1.0209 8.2533 5.3993
H 2.0428 12.9338 11.3372
H 0.2903 12.3982 11.2937
H 0.9257 13.4860 10.0647
H 1.1574 10.1269 11.4661
H 2.7750 10.7637 11.5940
H 2.9330 8.4983 10.5220
H 3.5009 9.7225 9.4852
H 1.4141 9.5316 8.3249
H 2.1391 6.8054 8.9484
H 2.7548 7.6953 7.6263
H -0.0075 6.7874 8.1714
H 0.9491 6.0711 6.9538
H 1.4280 7.3609 4.9239
H 1.8419 8.8737 5.7587
H 0.4703 8.7606 4.6071
C -6.1629 -9.4319 -1.3908
O -5.9062 -8.4922 -2.5110
C -4.7029 -8.4816 -3.1971
C -4.7486 -7.2638 -4.1382
N -5.5113 -7.4013 -5.4439
C -6.9971 -7.6105 -5.2940
C -7.8257 -6.3517 -4.9201
O -7.9695 -5.1950 -5.8860
C -8.7249 -4.1122 -5.3517
H -5.6647 -9.1440 -0.4650
H -5.8689 -10.4336 -1.7041
H -7.2120 -9.6554 -1.1968
H -4.8612 -9.3547 -3.8302
H -3.8165 -8.5001 -2.5632
H -3.6891 -7.0520 -4.2815
H -5.0972 -6.3590 -3.6402
H -5.0986 -8.0177 -6.1293
H -7.2281 -8.3249 -4.5038
H -7.4546 -7.9452 -6.2249
H -7.3839 -5.9302 -4.0172
H -8.7703 -6.5838 -4.4284
H -8.8684 -3.4247 -6.1853
H -8.3122 -3.5086 -4.5433
H -9.7464 -4.4571 -5.1912
C -3.7118 2.0950 -3.6425
O -3.0499 3.1994 -3.1450
C -1.8318 2.9032 -2.3436
C -1.9674 1.8203 -1.2813
N -1.7261 0.4293 -1.6869
C -0.4356 0.0639 -2.1346
C 0.6529 0.4197 -1.0897
O 1.2264 1.7489 -1.1052
C 2.4501 1.8143 -0.3772
H -3.8588 1.2388 -2.9841
H -3.0976 1.8616 -4.5121
H -4.6638 2.4629 -4.0252
H -1.5996 3.8173 -1.7973
H -0.9452 2.6898 -2.9406
H -2.9824 1.7956 -0.8849
H -1.4575 2.2172 -0.4034
H -2.5094 -0.1594 -1.9319
H -0.1492 0.4731 -3.1035
H -0.4094 -1.0161 -2.2794
H 1.4230 -0.3442 -0.9830
H 0.1358 0.1750 -0.1619
H 2.7866 2.8481 -0.2993
H 3.0975 1.2131 -1.0156
H 2.2035 1.2637 0.5306
O -2.6894 -3.4470 -8.8982
C -2.5481 -3.7945 -10.2383
C -1.2231 -4.5398 -10.4152
O -0.0962 -3.7681 -9.9772
H -2.9098 -4.2327 -8.3925
H -3.4258 -4.4098 -10.4359
H -2.6007 -2.9143 -10.8790
H -1.1668 -4.8586 -11.4561
H -1.1588 -5.4959 -9.8959
H -0.1548 -3.5278 -9.0496
O 4.0230 -6.8104 0.8860
C 3.4234 -7.7295 1.7341
C 3.4316 -7.0960 3.1904
O 4.6276 -7.1412 3.9567
H 4.8834 -6.6975 1.2965
H 2.3743 -7.7379 1.4387
H 3.8635 -8.7174 1.5985
H 2.6979 -7.5407 3.8628
H 3.2114 -6.0290 3.1582
H 4.9058 -7.9597 4.3741
O -8.2678 2.2214 -12.7908
C -9.3877 1.8220 -12.1272
C -10.7369 2.0369 -12.7621
O -11.2856 3.3307 -12.7093
H -7.4747 1.9618 -12.3162
H -9.1726 0.7671 -11.9568
H -9.4564 2.2070 -11.1098
H -11.4095 1.3292 -12.2776
H -10.6842 1.6355 -13.7742
H -11.3070 3.5299 -13.6482
O 1.6361 -3.9205 8.8475
C 1.6153 -2.8376 9.7689
C 1.3788 -1.6014 8.9106
O 2.5246 -1.0770 8.2482
H 0.7373 -4.0418 8.5327
H 0.7303 -2.8525 10.4050
H 2.5090 -2.8420 10.3930
H 1.0473 -0.7769 9.5419
H 0.5619 -1.7621 8.2070
H 2.8919 -1.7239 7.6413
O 7.0816 -2.6906 3.1356
H 7.5653 -3.0580 2.3958
H 6.3575 -3.3008 3.2757
O -5.8145 9.5644 -0.7727
H -5.4454 9.1784 0.0216
H -5.8094 8.8510 -1.4109
*
```


Record 3
The following is a quantum chemistry calculation of a 2-piece molecular cluster, C4H13NO3 overall in a non-equilibrium geometry, from the OMol25 dataset.

## Properties
* strongest force on any atom: 1.77 eV/Å
* SMILES string: C[C@@H](O)[C@@H](N)CO.O
* energy relative to the best compared isomer or geometry (same formula, charge and spin): 41.9 kcal per mole

Structure (ORCA input):
```
! RIJCOSX wB97M-V def2-TZVPD def2/J DEFGRID3
* xyz 0 1
C 0.1813 -1.2981 -1.3325
C -0.7531 -0.1854 -0.9305
O -1.9618 -0.8013 -0.3833
C -0.2667 0.7170 0.2193
N -1.3439 1.6705 0.4439
C 0.0162 -0.0605 1.5127
O 0.3042 0.9488 2.5122
H -0.3686 -2.2023 -1.6027
H 0.8818 -1.0945 -2.1467
H 0.8288 -1.6310 -0.5157
H -1.0212 0.4551 -1.7703
H -2.3120 -1.2857 -1.1337
H 0.6173 1.2587 -0.1102
H -1.0543 2.5669 0.8251
H -2.1194 1.2547 0.9144
H 0.9501 -0.6242 1.4480
H -0.8180 -0.6831 1.8186
H -0.0147 0.5907 3.3399
O 2.9768 0.3949 -0.8763
H 3.2605 -0.3020 -1.4813
H 2.0169 0.3108 -0.7510
*
```


Record 4
The following is a quantum chemistry calculation of an isolated molecule of C6H12N2O in a non-equilibrium geometry, from the OMol25 dataset.

## Properties
* strongest force on any atom: 4.80 eV/Å
* SMILES string: CC(C)=C(C)NC(N)=O
* energy relative to the best compared isomer or geometry (same formula, charge and spin): 65.1 kcal per mole

Structure (ORCA input):
```
! RIJCOSX wB97M-V def2-TZVPD def2/J DEFGRID3
* xyz 0 1
C 0.8072 1.8369 0.2877
C 0.2783 0.4228 0.3575
C 0.4579 -0.1883 1.7361
C -0.9106 0.1132 -0.3454
C -1.9752 1.0453 -0.8326
N -0.8545 -1.1440 -0.7785
C 0.5528 -1.4799 -1.1104
N 1.3446 -2.1916 -0.2323
O 0.7891 -1.6168 -2.3117
H 1.8237 1.8708 0.6903
H 0.8394 2.2031 -0.7415
H 0.2128 2.5439 0.8825
H -0.0734 -1.1358 1.8573
H 0.0759 0.4780 2.5213
H 1.5173 -0.3534 1.9564
H -2.8507 0.5122 -1.2100
H -2.2756 1.7400 -0.0452
H -1.5686 1.6469 -1.6522
H -1.6180 -1.5897 -1.2833
H 1.1043 -2.7643 0.5596
H 2.3230 -1.9496 -0.3058
*
```


Record 5
The following is a quantum chemistry calculation of a 2-piece molecular cluster, C11H18F6N2O5 overall in a non-equilibrium geometry, from the OMol25 dataset.

## Properties
* strongest force on any atom: 1.47 eV/Å

Structure (ORCA input):
```
! RIJCOSX wB97M-V def2-TZVPD def2/J DEFGRID3
* xyz 0 1
N 2.0332 0.7585 2.6052
C 1.3407 1.7847 2.1804
O 1.1022 2.1189 1.0020
C 0.7908 2.8423 3.2075
F 1.8665 3.4467 3.7922
F 0.0868 3.8213 2.6012
C -0.0790 2.3153 4.3806
F -0.1495 3.3061 5.3024
F 0.4694 1.2509 5.0003
C -1.5695 1.9332 3.9877
F -2.4125 2.9180 4.2982
F -1.9142 0.8402 4.7317
C -1.7503 1.5303 2.5068
O -2.1997 2.2882 1.7011
O -1.3419 0.2910 2.1929
H 1.5956 0.2244 3.3414
H -0.6267 0.0068 2.7824
C 1.8027 -3.0774 -0.0470
O 0.9480 -2.0808 0.4740
C 0.8647 -0.8674 -0.2535
C -0.3760 -0.8478 -1.1025
N -0.3053 -1.8408 -2.2418
C 0.6791 -1.5562 -3.3382
C 0.2874 -0.3459 -4.1596
O -0.8414 -0.6065 -4.9606
C -2.0985 -0.2020 -4.4316
H 2.3325 -3.5420 0.7823
H 1.2273 -3.8681 -0.5556
H 2.5401 -2.6630 -0.7411
H 1.7836 -0.6729 -0.8148
H 0.7655 -0.0406 0.4592
H -0.5653 0.1386 -1.5196
H -1.2329 -1.1474 -0.5016
H -1.2291 -1.9398 -2.6644
H -0.1052 -2.7569 -1.8361
H 0.6847 -2.4415 -3.9720
H 1.6600 -1.4371 -2.8846
H 1.1193 -0.1366 -4.8333
H 0.1439 0.5473 -3.5456
H -1.9902 0.5589 -3.6547
H -2.6455 -1.0631 -4.0277
H -2.6911 0.2122 -5.2433
*
```


Number 1: highest occupied orbital energy -12.1290 eV, orbital gap 12.47 eV, total energy -34100.050 eV. Number 2: highest occupied orbital energy -8.3563 eV, orbital gap 8.66 eV, total energy -101507.724 eV. Number 3: highest occupied orbital energy -8.9951 eV, orbital gap 9.71 eV, total energy -11990.653 eV. Number 4: highest occupied orbital energy -6.9843 eV, orbital gap 7.62 eV, total energy -11441.848 eV. Number 5: highest occupied orbital energy -7.0314 eV, orbital gap 6.28 eV, total energy -41217.673 eV.